Run w
DFT (the ωB97M-V functional and the def2-TZVPD basis) results for a structure of composition C23H25O4P2S4V.

* LUMO energy (spin up / spin down): 2.7 / 2.7 eV
* HOMO (spin up / spin down): -4.919 / -5.523 eV
* M: 606.6 g/mol

The geometry in ORCA input format:
```
! wB97M-V def2-TZVPD RIJCOSX def2/J DEFGRID3
* xyz -1 4
V -0.2697 1.3655 -0.9821
C 1.7277 7.0907 -1.2031
C 1.0779 6.3387 -0.0643
O 1.6884 5.0368 0.0673
P 0.8825 3.7416 -0.4078
S -0.0468 3.8842 -2.1392
S 2.0154 2.1092 -0.2280
O -0.3518 3.5490 0.6293
C -0.1670 3.1836 2.0207
C 0.1827 4.3908 2.8653
H 1.2868 8.0864 -1.2867
H 1.5673 6.5547 -2.1383
H 2.8004 7.1923 -1.0323
H 0.0049 6.2323 -0.2315
H 1.2326 6.8393 0.8914
H 0.5934 2.4080 2.0915
H -1.1148 2.7439 2.3176
H 1.1569 4.7965 2.5903
H 0.2203 4.0901 3.9139
H -0.5720 5.1729 2.7559
S 0.1022 -0.0669 3.3135
P -0.9827 -0.9189 1.9174
S -1.8794 0.2468 0.5102
C -0.0407 -2.2558 1.0984
C 0.5627 -3.2083 1.9186
C 1.2953 -4.2437 1.3615
C 1.4464 -4.3247 -0.0197
C 0.8543 -3.3765 -0.8375
C 0.0999 -2.3464 -0.2811
C -2.3851 -1.8536 2.6302
C -2.6813 -1.7717 3.9833
C -3.7563 -2.4836 4.5048
C -4.5292 -3.2840 3.6769
C -4.2309 -3.3718 2.3217
C -3.1629 -2.6583 1.7989
H 0.4674 -3.1224 2.9949
H 1.7603 -4.9820 2.0041
H 2.0320 -5.1254 -0.4555
H 0.9808 -3.4228 -1.9123
H -0.3716 -1.6120 -0.9211
H -2.0603 -1.1486 4.6153
H -3.9870 -2.4138 5.5610
H -5.3623 -3.8436 4.0846
H -4.8324 -3.9949 1.6710
H -2.9325 -2.7160 0.7413
O -1.4284 -0.5388 -4.3924
C -0.4602 -0.4726 -3.6504
O -0.3642 0.2715 -2.5955
C 0.7423 -1.3567 -3.9168
C 0.6816 -2.3007 -4.9339
C 1.7522 -3.1525 -5.1667
C 2.8981 -3.0593 -4.3846
C 2.9677 -2.1096 -3.3751
C 1.8919 -1.2629 -3.1410
H -0.2249 -2.3520 -5.5232
H 1.6959 -3.8908 -5.9574
H 3.7340 -3.7258 -4.5615
H 3.8574 -2.0316 -2.7625
H 1.9348 -0.5260 -2.3496
*
```

Atom charges from the natural (NBO) analysis, given in e for atoms 1 to 2: atom 1 (V): 1.0674, atom 2 (C): -0.6303

***

Run x
DFT (the ωB97M-V functional and the def2-TZVPD basis) results for a structure of composition C23H25O4P2S4V.

* LUMO energy (spin up / spin down): 2.7 / 2.7 eV
* HOMO (spin up / spin down): -4.053 / -5.479 eV
* M: 606.6 g/mol

The geometry in ORCA input format:
```
! wB97M-V def2-TZVPD RIJCOSX def2/J DEFGRID3
* xyz -1 4
V 0.1922 -0.0455 -0.8922
C 3.7749 -2.0708 -4.9836
C 2.8836 -0.8585 -4.8141
O 1.5160 -1.2220 -4.5976
P 0.9776 -1.8370 -3.2202
S -0.8853 -1.2483 -2.9237
S 2.2091 -1.4380 -1.7096
O 1.0364 -3.3991 -3.6095
C 0.2132 -4.3788 -2.9639
C 0.6698 -4.6925 -1.5541
H 4.7908 -1.7492 -5.2245
H 3.4070 -2.7125 -5.7853
H 3.8057 -2.6517 -4.0617
H 2.8652 -0.2505 -5.7184
H 3.2224 -0.2423 -3.9798
H 0.2752 -5.2579 -3.6064
H -0.8186 -4.0202 -2.9648
H 1.7267 -4.9629 -1.5442
H 0.0864 -5.5276 -1.1593
H 0.5321 -3.8336 -0.8973
S 1.4159 0.7722 1.2402
P 0.0480 -0.4035 2.0961
S -0.7435 -1.7371 0.8357
C 0.7815 -1.2532 3.5391
C 0.8331 -0.6477 4.7903
C 1.4587 -1.2869 5.8519
C 2.0397 -2.5332 5.6671
C 1.9944 -3.1390 4.4179
C 1.3674 -2.5025 3.3580
C -1.2871 0.5877 2.8482
C -1.3054 1.9704 2.7487
C -2.3516 2.6947 3.3094
C -3.3753 2.0375 3.9722
C -3.3626 0.6494 4.0690
C -2.3263 -0.0722 3.5029
H 0.3811 0.3260 4.9364
H 1.4914 -0.8115 6.8245
H 2.5265 -3.0333 6.4954
H 2.4478 -4.1112 4.2696
H 1.3177 -2.9675 2.3805
H -0.5040 2.4647 2.2137
H -2.3685 3.7737 3.2191
H -4.1911 2.6022 4.4072
H -4.1681 0.1326 4.5759
H -2.3237 -1.1551 3.5505
O 0.3885 1.8075 -2.0007
C -0.7188 2.1718 -1.5229
O -1.3690 1.4228 -0.7412
C -1.2745 3.5195 -1.8736
C -0.5836 4.3552 -2.7416
C -1.0978 5.6040 -3.0585
C -2.3034 6.0187 -2.5069
C -2.9943 5.1834 -1.6384
C -2.4804 3.9342 -1.3218
H 0.3526 4.0057 -3.1560
H -0.5589 6.2549 -3.7361
H -2.7051 6.9940 -2.7546
H -3.9347 5.5068 -1.2090
H -2.9969 3.2632 -0.6481
*
```

Atom charges from the natural (NBO) analysis, given in e for atoms 1 to 2: atom 1 (V): 0.7573, atom 2 (C): -0.6364

***

Tell me which of them is the most stable. Sure, it is run x.

***

Run w
DFT (the ωB97M-V functional and the def2-TZVPD basis) results for the ion C5H10N with charge +1.

* LUMO energy: -4.6 eV
* SMILES: CCC=[N+]1CC1
* HOMO: -16.319 eV
* M: 84.1 g/mol

The geometry in ORCA input format:
```
! wB97M-V def2-TZVPD RIJCOSX def2/J DEFGRID3
* xyz 1 1
C 1.8884 1.6797 -0.8592
C 0.4954 -0.0899 0.4787
C -1.5894 -1.1099 1.4341
C 0.8014 1.0744 -1.7488
C -0.4856 -1.1565 0.2564
N 0.8979 0.7012 -0.4535
H 2.8537 1.1386 -1.0712
H 0.9981 0.0330 1.5312
H -1.2372 -1.5874 2.2943
H -2.5087 -1.5829 1.2002
H -2.0697 -0.1156 1.6518
H 1.9274 2.7560 -0.3307
H -0.0853 1.6194 -2.0420
H 1.1061 0.5101 -2.5511
H -0.9154 -1.0759 -0.8070
H -0.0407 -2.1754 0.2285
*
```

Atom charges from the natural (NBO) analysis, given in e for atoms 1 to 2: atom 1 (C): -0.2245, atom 2 (C): 0.3305

***

Run x
DFT (the ωB97M-V functional and the def2-TZVPD basis) results for a cluster of 2 separate species, C5H10N in total.

* LUMO energy: -4.0 eV
* HOMO: -14.790 eV
* M: 84.1 g/mol

The geometry in ORCA input format:
```
! wB97M-V def2-TZVPD RIJCOSX def2/J DEFGRID3
* xyz 1 1
C 1.8232 0.2749 -0.7066
C 2.1133 -0.2129 0.3964
C -0.4683 -1.3301 -0.3715
C -1.4643 0.9868 -0.0702
C -0.5027 -0.0721 0.3676
N 0.8584 0.5642 0.4210
H 1.6276 0.2646 -1.7670
H 2.7156 -0.6268 1.2576
H 0.2506 -2.0923 -0.0841
H -1.4719 -1.7447 -0.0572
H -0.4472 -1.1982 -1.5512
H -2.4980 0.5990 -0.1144
H -1.3066 1.3788 -1.1093
H -1.5461 1.8342 0.6246
H -0.5369 -0.1768 1.9983
H 0.8533 1.5514 0.7661
*
```

Atom charges from the natural (NBO) analysis, given in e for atoms 1 to 2: atom 1 (C): 0.0183, atom 2 (C): 0.0210

***

Run y
DFT (the ωB97M-V functional and the def2-TZVPD basis) results for the ion C5H10N with charge +1.

* LUMO energy: -5.6 eV
* SMILES: C=[NH+]C(=C)CC
* HOMO: -14.769 eV
* M: 84.1 g/mol

The geometry in ORCA input format:
```
! wB97M-V def2-TZVPD RIJCOSX def2/J DEFGRID3
* xyz 1 1
C 1.7191 0.7121 -0.4122
C 0.4031 0.2223 -0.9880
C -0.7187 0.2739 0.0173
C -1.6426 1.2168 0.1156
C -0.2106 -1.9504 0.8998
N -0.9966 -0.9492 0.7354
H 1.7100 1.7461 -0.0581
H 2.5266 0.7519 -1.1489
H 2.1128 0.1345 0.4256
H 0.5067 -0.7893 -1.3816
H 0.1051 0.8306 -1.8359
H -1.5116 2.0953 -0.5036
H -2.5594 1.1034 0.6807
H -0.5380 -2.7171 1.5846
H 0.7245 -1.9253 0.3551
H -1.6305 -0.7556 1.5143
*
```

Atom charges from the natural (NBO) analysis, given in e for atoms 1 to 2: atom 1 (C): -0.6225, atom 2 (C): -0.4645

***

Tell me which of them is the most stable. Sure, it is run y.

***

Run w
DFT (the ωB97M-V functional and the def2-TZVPD basis) results for a cluster of 2 separate species, C9H14NO in total.

* LUMO energy (spin up / spin down): -4.5 / -4.5 eV
* HOMO (spin up / spin down): -12.661 / -12.662 eV
* M: 152.2 g/mol

The geometry in ORCA input format:
```
! wB97M-V def2-TZVPD RIJCOSX def2/J DEFGRID3
* xyz 1 1
C -3.0692 0.9943 -0.1062
C -2.7543 0.3363 -1.2930
C -2.3411 0.7856 1.0118
C -1.6245 -0.3717 -1.3653
C -0.9932 0.0804 1.0060
C -0.6852 -0.5407 -0.3289
C 0.9098 -1.6933 -1.9000
C 1.4723 -1.0076 0.6010
C 2.2116 2.9182 0.9343
N 0.5276 -1.0331 -0.5811
O 1.4402 2.0472 0.7359
H -4.0498 1.5023 0.0789
H -3.1432 0.6342 -2.2281
H -2.6670 1.3106 1.8682
H -1.3870 -0.8591 -2.3554
H -0.9711 -0.6936 1.8669
H 0.8256 -1.1106 -2.7904
H 2.0197 -1.9680 -1.7641
H 0.2954 -2.5824 -2.0120
H 2.0541 -0.0174 0.4682
H 1.0730 -1.1355 1.5882
H 2.2152 -1.7411 0.5512
H -0.2977 0.9526 1.2351
H 2.9485 2.9292 1.9207
H 2.2340 3.8213 0.3532
*
```

Atom charges from the natural (NBO) analysis, given in e for atoms 1 to 2: atom 1 (C): -0.2777, atom 2 (C): -0.0512

***

Run x
DFT (the ωB97M-V functional and the def2-TZVPD basis) results for the ion C9H14NO with charge +1.

* LUMO energy: -3.2 eV
* SMILES: C=C(C)Cc1ccoc1C[NH3+]
* HOMO: -12.531 eV
* M: 152.2 g/mol

The geometry in ORCA input format:
```
! wB97M-V def2-TZVPD RIJCOSX def2/J DEFGRID3
* xyz 1 1
C -1.1153 -1.1081 2.3248
C -1.7823 -0.1466 2.9786
C -0.8121 -0.7389 1.0367
C -1.4884 0.4331 0.9313
C -0.1108 -1.5860 0.0956
C -1.8055 1.3118 -0.2950
C 0.9568 -0.8146 -0.6090
C 1.0367 -0.6427 -1.9496
C 1.9669 -0.1635 0.3176
N -0.5090 1.7643 -0.8668
O -2.0068 0.8472 2.1179
H -0.9134 -2.0132 2.8756
H -2.3285 -0.1868 3.8948
H 0.3740 -2.2770 0.7276
H -0.8189 -2.1847 -0.6270
H -2.4966 0.8006 -1.0255
H -2.4261 2.1320 -0.0580
H 0.4149 -1.2305 -2.6403
H 1.9002 -0.2687 -2.3885
H 1.3737 0.3292 1.0668
H 2.6980 0.4137 -0.2050
H 2.6236 -0.9714 0.8657
H -0.4600 2.5325 -1.4823
H 0.0110 0.8901 -1.3130
H 0.1617 1.8311 0.0099
*
```

Atom charges from the natural (NBO) analysis, given in e for atoms 1 to 2: atom 1 (C): -0.2925, atom 2 (C): 0.1256

***

Tell me which of them is the most stable. Sure, it is run x.

***

Run w
DFT (the ωB97M-V functional and the def2-TZVPD basis) results for a structure of composition C8H13N4O.

* LUMO energy: -3.0 eV
* HOMO: -12.392 eV
* M: 181.2 g/mol

The geometry in ORCA input format:
```
! wB97M-V def2-TZVPD RIJCOSX def2/J DEFGRID3
* xyz 1 1
C -2.1711 1.2814 -1.7333
C -2.7877 1.0946 -0.5326
C -0.8460 0.1493 -0.5173
C -3.0181 0.4822 2.3889
C -2.1298 -0.0567 1.5720
C 1.3707 -1.1540 -1.3811
C 1.7014 0.7361 0.2529
C 0.9484 -0.5339 -0.0816
N -0.9400 0.6955 -1.6993
N -1.9196 0.3695 0.2554
N 1.1636 -0.4907 -2.4830
N 1.9867 -2.3187 -1.3202
O 0.8932 -1.4717 0.9155
H -2.5110 1.7938 -2.6101
H -3.7585 1.3824 -0.1926
H -3.1447 0.1034 3.3856
H -3.6465 1.3052 2.1043
H -1.4995 -0.8855 1.8603
H 1.6382 1.4534 -0.5585
H 2.7510 0.5006 0.4315
H 1.2920 1.1916 1.1519
H 0.3609 0.2264 -2.4310
H 1.4422 -0.8848 -3.3724
H 2.0978 -2.7722 -0.4245
H 2.3035 -2.8010 -2.1494
H 0.9842 -1.0536 1.7810
*
```

Atom charges from the natural (NBO) analysis, given in e for atoms 1 to 2: atom 1 (C): -0.0553, atom 2 (C): -0.0780

***

Run x
DFT (the ωB97M-V functional and the def2-TZVPD basis) results for the ion C8H13N4O with charge +1.

* LUMO energy: -3.2 eV
* SMILES: CC(=O)NC1=CN(C)N2CC[NH+]=C12
* HOMO: -12.218 eV
* M: 181.2 g/mol

The geometry in ORCA input format:
```
! wB97M-V def2-TZVPD RIJCOSX def2/J DEFGRID3
* xyz 1 1
C 0.3706 1.2166 -0.0556
C 0.6568 -0.1381 -0.1573
C -0.6157 -0.7574 -0.2565
C 3.2081 -0.0146 -0.1291
C -2.8023 -0.0797 0.2526
C -2.6495 -1.6473 0.2047
C 4.3968 -1.0020 -0.0528
C -1.6942 2.6669 -0.0514
N -1.5193 0.2739 -0.3572
N -0.9358 1.4766 -0.2274
N -1.2179 -1.9422 -0.1677
N 1.9583 -0.6452 -0.0516
O 3.3476 1.1539 -0.0634
H 1.1217 1.9310 0.0006
H -3.6595 0.4143 -0.2553
H -2.9193 0.2421 1.3117
H -2.9455 -2.0722 1.1833
H -3.2658 -2.1667 -0.6097
H 4.1770 -1.9497 -0.7035
H 4.4930 -1.2849 1.1232
H 5.2783 -0.3437 -0.3904
H -1.1025 3.5354 -0.3654
H -2.8043 2.7316 -0.4132
H -1.7763 2.7894 1.1133
H -1.0949 -2.7801 -0.7512
H 1.9945 -1.6077 -0.1307
*
```

Atom charges from the natural (NBO) analysis, given in e for atoms 1 to 2: atom 1 (C): 0.0450, atom 2 (C): 0.0501

***

Tell me which of them is the most stable. Sure, it is run w.